No. 1
Below is a 13-piece molecular cluster, C40H92BN4O20 overall in a non-equilibrium geometry, with properties calculated with the ωB97M-V functional and the def2-TZVPD basis.

**Molecular weight**: 959.996 g mol⁻¹
**Total energy**: -3327.98919 Ha
**E_HOMO**: -6.25 eV
**Net charge**: -1

CARTESIAN COORDINATES (ANGSTROEM)
H1 -1.520 4.622 3.768
H2 2.237 4.406 4.626
H3 1.482 2.559 -4.161
C1 0.649 3.649 6.228
H4 -5.348 -6.397 1.140
H5 6.387 3.629 -2.653
C2 -2.813 -3.501 1.883
H6 2.357 3.969 -3.623
H7 -4.866 1.048 1.740
O1 0.635 -1.911 -2.439
H8 1.157 0.605 -2.105
H9 6.464 -6.696 0.126
H10 6.029 0.314 -2.768
H11 -9.124 2.393 -0.995
O2 -0.482 1.410 4.867
H12 -4.051 -7.070 1.537
C3 1.335 3.002 2.213
H13 6.658 -2.640 -2.602
H14 5.908 2.380 -1.731
H15 -3.995 0.427 -0.754
O3 -2.416 -4.513 -2.720
C4 3.324 -3.826 -2.590
C5 1.423 4.494 2.643
H16 -6.118 2.582 3.160
H17 -7.809 4.079 2.128
C6 4.875 2.135 -3.425
O4 -3.955 -1.401 2.317
O5 -1.791 -3.820 1.140
H18 2.934 -3.211 -3.401
O6 -2.488 -6.603 1.393
H19 6.949 1.583 -3.715
H20 1.261 0.516 1.512
H21 2.254 0.828 -0.718
H22 3.610 2.525 -0.291
H23 -4.678 1.297 -2.031
H24 -5.161 0.538 4.619
O7 -1.051 -2.532 -0.937
H25 6.926 -5.770 1.493
C7 0.266 2.099 2.713
C8 -1.115 4.327 4.736
H26 1.305 0.147 3.125
N1 -6.495 2.614 -0.729
C9 -6.518 0.193 -0.106
O8 -3.535 -4.324 2.482
H27 -1.889 2.085 2.638
H28 5.198 -1.971 -3.090
C10 6.203 -3.279 -0.050
H29 2.770 -4.759 -2.694
H30 -3.728 2.242 -0.845
O9 -5.877 -0.015 4.309
H31 2.612 3.852 -0.708
C11 -5.381 1.861 1.227
C12 -1.045 2.428 2.039
H32 4.400 -4.270 1.490
C13 0.956 -2.191 0.034
H33 -0.963 -0.889 -3.723
C14 4.379 -4.854 0.570
C15 6.016 1.034 -3.586
H34 -5.616 -2.465 -0.900
H35 3.078 -0.233 -3.240
H36 -0.931 1.932 1.076
C16 0.310 3.646 4.762
H37 4.147 4.776 -2.474
C17 -8.942 2.778 0.008
O10 -5.208 -2.971 -0.198
H38 -8.089 5.592 -0.094
H39 3.752 -1.302 1.199
H40 -8.240 4.927 -1.547
H41 -5.617 -0.270 3.424
C18 -4.415 1.407 -0.979
O11 3.179 0.526 -3.818
C19 -3.079 -2.041 1.796
O12 -6.747 2.464 -2.054
H42 -2.728 -5.676 1.373
C20 6.834 -5.711 0.408
C21 1.779 3.114 -3.272
C22 -7.518 3.361 -0.004
C23 4.452 4.027 -1.744
C24 0.170 -2.211 -1.279
H43 -4.443 -4.860 -0.192
H44 -2.597 -4.117 -1.867
H45 -9.656 3.555 0.280
H46 6.120 -2.852 0.949
H47 -2.105 -3.787 -3.261
O13 0.145 -2.405 1.014
C25 5.653 -4.737 -0.186
H48 -0.085 4.105 6.892
C26 5.464 3.096 -2.422
C27 1.304 4.649 4.117
H49 4.487 -2.275 -0.674
C28 -5.715 1.519 -0.215
H50 -4.382 -5.199 -1.666
O14 -4.993 -7.226 1.460
B1 -1.210 -2.574 0.539
H51 -1.922 3.922 5.347
H52 4.970 4.563 -0.949
O15 2.130 -1.854 0.181
H53 1.546 4.208 6.495
H54 0.982 2.013 -1.026
H55 0.756 5.118 2.049
N2 5.484 -4.972 -1.632
H56 4.630 3.957 -4.678
C29 0.620 0.571 2.391
O16 5.267 -6.381 -1.866
H57 4.718 -5.216 -4.509
H58 -4.628 2.646 1.159
H59 -4.861 -2.312 0.403
C30 -7.054 3.676 1.453
H60 2.382 4.927 2.359
C31 3.311 3.136 -1.142
H61 0.056 0.626 4.735
H62 5.930 0.527 -4.547
H63 5.554 -3.715 -4.706
C32 5.601 -2.643 -2.333
H64 -7.220 1.501 2.276
H65 6.371 -4.897 -3.992
O17 -2.038 -1.466 1.042
C33 5.354 -4.505 -3.982
H66 7.250 -3.202 -0.343
H67 5.558 2.647 -5.380
H68 -7.551 0.495 0.064
H69 3.560 -4.382 0.027
H70 1.103 3.117 1.154
H71 3.826 2.426 -5.222
C34 4.872 -4.018 -2.587
H72 -6.597 -0.248 -1.099
H73 -1.181 3.488 1.828
H74 5.932 -1.200 -0.756
N3 0.332 2.262 4.153
H75 -9.148 1.893 0.609
H76 -6.273 4.435 1.497
O18 -4.366 -5.598 -0.796
C35 5.545 -2.205 -0.928
O19 3.948 -0.605 1.826
H77 -6.211 -0.553 0.627
H78 -1.677 -6.630 1.901
H79 1.078 5.690 4.346
H80 3.143 -0.089 1.871
N4 3.636 1.540 -2.979
O20 -1.841 -0.568 -3.515
H81 0.897 3.565 -2.817
H82 4.151 -5.909 0.720
H83 -0.811 5.283 5.163
C36 -7.594 4.815 -0.676
C37 4.699 2.871 -4.746
H84 0.769 2.644 6.631
H85 -6.720 5.454 -0.803
C38 2.635 2.290 -2.248
C39 1.693 1.337 -1.501
H86 6.012 -6.764 -2.335
H87 7.774 -5.668 -0.142
H88 -6.288 3.203 -2.461
H89 2.333 2.577 2.324
C40 -6.516 2.327 2.178
H90 -0.254 -0.061 2.238
H91 2.983 -3.325 -1.684
H92 -1.950 -0.753 -2.582

Cartesian forces, eV/Å:
0.1 -0.5 -0.3
0.4 0.1 -0.4
0.0 -0.3 0.3
0.4 -0.9 1.9
-0.1 0.0 -0.2
-0.3 0.2 -1.3
-2.6 -3.4 1.4
0.2 0.0 -0.1
0.1 -0.4 -0.5
-2.3 -1.4 5.0
0.1 0.2 -0.2
-0.1 -0.3 0.2
0.1 0.2 0.0
-0.3 0.4 -0.3
-0.8 -0.7 0.1
0.5 -0.2 0.0
1.2 1.5 -1.9
0.3 -0.8 -0.3
-0.3 0.2 1.1
0.6 0.2 0.4
-0.2 -0.3 -0.3
0.2 -0.1 0.4
0.1 -0.5 -0.5
0.0 -0.1 -0.1
-0.7 0.1 -0.6
1.4 -0.2 -1.3
0.5 -0.8 -0.7
0.6 0.8 -0.8
0.5 0.2 -0.2
0.8 -0.6 -0.3
0.2 0.0 0.5
-0.5 0.2 -0.6
0.0 -0.2 0.0
0.5 -0.2 -0.3
0.2 0.3 -0.2
0.2 0.1 0.1
-0.9 0.0 -0.7
0.1 0.7 -0.1
0.0 -0.9 1.2
0.7 1.0 -0.3
-0.3 0.0 0.6
0.9 0.9 1.9
-0.7 0.5 -1.6
1.9 2.7 -1.4
-0.1 -0.3 -0.3
-0.5 0.4 0.3
0.4 1.2 -0.5
0.3 -0.3 0.2
-0.1 -0.2 0.2
-0.4 0.1 0.3
-0.6 -0.2 -0.1
0.8 0.7 1.6
-0.1 0.0 -0.3
0.2 -0.5 0.4
3.2 1.7 0.2
0.4 -0.2 0.1
-0.9 -0.1 0.4
-1.0 0.8 -1.0
-0.1 0.1 -0.3
0.0 -0.3 0.1
-0.8 -0.1 -0.2
-2.3 0.5 -0.5
-0.6 -0.1 0.1
0.1 -0.4 -0.8
0.2 -0.2 0.1
-0.7 -0.6 1.2
-0.3 -0.1 -0.2
0.4 -0.7 -0.6
0.2 -0.2 -0.2
-0.7 -1.1 -0.9
-0.4 0.5 -0.6
1.5 3.3 -0.2
-1.0 -0.1 -1.7
0.0 0.0 0.1
-2.3 -0.4 -1.5
0.5 0.8 0.6
0.1 2.4 0.8
0.6 -1.6 0.5
2.2 0.9 -4.2
-0.3 0.4 0.0
0.1 0.0 0.3
0.0 -0.1 -0.1
0.1 -0.7 0.4
0.1 0.3 -0.2
0.0 -0.5 0.8
2.5 1.3 0.0
-0.4 0.0 -0.4
0.0 -0.5 2.1
-0.1 -1.0 0.3
-0.3 0.9 0.3
-0.6 -0.6 2.3
0.0 0.1 -0.3
-1.3 -0.4 0.4
0.0 0.2 0.5
0.3 -0.4 0.0
-0.1 0.1 0.1
-1.9 -1.0 -0.8
0.3 -0.1 -0.4
-0.3 -0.3 0.2
-0.7 -0.1 0.3
1.5 -1.0 0.3
-0.3 -0.1 0.2
0.4 1.2 0.1
-1.5 0.8 0.2
-0.2 -0.1 0.4
0.0 0.4 0.3
-0.2 0.3 0.2
0.3 -2.5 1.3
0.3 -0.4 -0.2
0.2 1.7 -1.4
-0.4 -0.7 0.6
-0.4 -0.4 0.1
-0.8 0.7 0.1
0.1 -0.6 -1.6
-0.4 0.4 0.1
0.0 -0.5 0.8
-2.2 -1.6 0.9
0.4 0.2 -0.7
0.3 -0.6 0.2
0.0 0.2 -0.2
0.0 -0.2 0.5
0.0 -0.2 -0.2
0.6 -0.5 -0.4
0.0 0.4 -0.4
1.1 -0.2 -0.8
0.2 -0.4 -0.1
0.1 0.1 0.2
0.0 -0.1 0.1
2.2 2.7 0.6
0.5 0.2 0.6
0.4 -0.3 -0.3
0.2 -0.4 0.1
-1.7 -1.1 0.7
0.7 0.3 0.4
0.2 0.3 0.0
0.1 0.0 0.2
-0.3 -0.1 0.5
-0.2 0.0 0.0
1.7 -0.3 2.4
-0.5 0.2 -0.3
-0.2 -0.2 0.1
-0.3 0.1 0.3
-0.7 0.3 0.3
-1.1 0.6 0.2
0.1 -0.7 -0.9
0.1 -0.1 -0.2
1.0 -1.1 -0.5
-1.3 -0.2 -0.8
0.2 0.3 0.2
0.4 0.6 -0.1
0.1 0.7 0.3
0.1 0.1 -0.3
0.0 -0.3 0.0
0.6 1.6 -2.4
0.1 0.1 0.1
0.0 -0.1 0.0
0.0 -0.1 0.2



No. 2
Below is C21H19AgINO6 as an isolated structure, with properties calculated with the ωB97M-V functional and the def2-TZVPD basis.

**Molecular weight**: 616.156 g mol⁻¹
**Total energy**: -1762.54127 Ha
**Energy above the lowest of the compared OMol25 structures with the same formula, charge and spin**: 5.5 kJ/mol
**E_HOMO**: -2.09 eV
**Net charge**: -2

CARTESIAN COORDINATES (ANGSTROEM)
O1 1.128 0.882 -1.783
C1 0.817 -4.557 2.277
H1 0.712 -5.989 3.894
O2 -3.794 6.461 0.590
H2 -4.393 3.164 -1.615
H3 -2.041 -2.579 5.597
O3 -2.129 -0.086 -1.786
H4 2.696 2.215 -1.925
H5 3.078 0.587 -1.314
H6 -0.793 -4.584 5.258
O4 -5.076 5.561 -1.027
C2 2.209 1.858 0.155
C3 -1.779 -0.515 2.906
H7 0.129 2.714 -1.769
H8 -0.597 1.386 -2.688
C4 -4.146 5.559 -0.201
C5 -3.040 0.788 -1.727
H9 0.859 2.225 -3.328
Ag1 -0.687 -0.417 0.025
C6 1.792 0.941 2.283
H10 -2.065 4.980 1.458
C7 -0.454 -4.249 4.282
I1 1.189 -2.771 -0.047
H11 1.276 2.424 0.287
H12 0.779 1.358 2.309
C8 -0.895 -2.987 3.814
O5 2.213 0.708 0.963
O6 -4.112 0.783 -2.340
C9 0.378 -5.023 3.534
C10 -3.582 3.141 -0.903
C11 -3.324 4.247 -0.102
H13 1.492 -5.159 1.685
H14 -2.168 0.447 2.587
H15 -2.808 -0.368 4.803
C12 0.395 -3.341 1.808
H16 1.770 -0.021 2.789
C13 -1.741 -2.197 4.627
C14 -2.786 2.000 -0.801
C15 0.341 1.868 -2.428
C16 -1.552 2.968 0.862
H17 3.050 2.520 0.427
C17 2.339 1.395 -1.286
C18 -0.498 -2.490 2.533
H18 -0.738 2.857 1.577
C19 -2.162 -0.979 4.181
C20 -0.966 -1.226 2.043
C21 -2.281 4.138 0.812
N1 -1.772 1.922 0.065
H19 2.479 1.626 2.805

Cartesian forces, eV/Å:
0.1 -0.1 -0.1
0.0 0.1 0.0
0.0 0.0 0.0
0.2 0.1 0.1
0.0 0.0 0.0
0.0 0.0 0.0
0.3 -0.1 0.1
0.0 0.0 0.1
0.0 0.0 0.0
0.0 0.0 0.0
0.0 0.0 -0.2
0.1 0.0 -0.1
0.0 0.0 -0.1
0.0 0.0 0.0
0.0 0.0 0.0
-0.1 -0.1 0.2
-0.1 0.0 0.2
0.0 0.0 0.0
-0.6 0.2 0.2
-0.1 0.1 0.1
0.0 0.0 0.0
0.0 0.0 0.1
0.1 -0.1 -0.2
0.0 0.0 0.0
0.0 0.0 0.0
0.0 0.0 0.1
0.1 -0.1 0.0
-0.1 0.1 -0.1
0.0 0.0 -0.1
0.0 0.0 0.0
0.0 0.0 -0.1
0.0 0.0 0.0
0.0 0.0 0.0
0.0 0.0 0.0
0.0 0.0 0.1
0.0 0.0 0.0
0.0 -0.1 0.0
0.0 0.0 -0.1
0.0 -0.1 -0.1
0.1 0.0 0.1
0.0 0.0 0.0
0.0 0.1 0.2
0.1 0.0 0.0
0.0 0.0 0.0
0.0 0.1 0.0
0.2 -0.1 -0.1
0.0 0.1 0.0
0.0 0.0 0.0
0.0 0.0 0.0



No. 3
Below is an isolated ion of composition H2NO3S and charge -1 in a non-equilibrium geometry, with properties calculated with the ωB97M-V functional and the def2-TZVPD basis.

**Molecular weight**: 96.087 g mol⁻¹
**Total energy**: -679.84994 Ha
**Energy above the lowest of the compared OMol25 structures with the same formula, charge and spin**: 251.7 kJ/mol
**E_HOMO**: -3.60 eV
**Net charge**: -1

CARTESIAN COORDINATES (ANGSTROEM)
O1 0.637 1.016 0.998
H1 0.732 1.120 0.026
O2 -1.555 -0.820 -1.379
S1 -0.214 -0.808 -0.709
N1 -0.366 -0.015 0.948
O3 0.625 0.211 -1.399
H2 0.140 -0.705 1.516

Cartesian forces, eV/Å:
-0.5 0.6 0.0
0.7 0.4 -0.3
0.6 0.0 1.3
-1.1 -1.0 -1.5
0.4 -0.3 0.4
0.6 0.5 0.3
-0.7 -0.3 -0.2



No. 4
Below is one molecule with the formula C7H5Br2NO3 in a non-equilibrium geometry, with properties calculated with the ωB97M-V functional and the def2-TZVPD basis.

**Molecular weight**: 310.929 g mol⁻¹
**Total energy**: -5698.06944 Ha
**SMILES string**: O=CC(/C=C/Br)=C/C(Br)=C\[N+](=O)[O-]
**E_HOMO**: -9.50 eV
**Net charge**: 0

CARTESIAN COORDINATES (ANGSTROEM)
C1 -1.625 -0.768 -0.389
C2 0.494 0.410 -0.780
N1 -0.568 -2.506 0.908
C3 -1.667 -1.637 0.625
H1 -0.362 -0.903 -2.170
H2 -2.537 -1.787 1.249
Br1 -0.005 1.709 3.208
Br2 -3.161 0.272 -0.785
H3 -0.137 -0.386 1.867
H4 2.367 1.390 -1.300
C4 1.607 0.703 -1.715
C5 -0.445 -0.468 -1.181
C6 0.454 1.141 0.481
O1 0.348 -2.547 0.111
H5 0.752 2.182 0.416
C7 0.078 0.641 1.654
O2 1.700 0.246 -2.819
O3 -0.631 -3.139 1.939

Cartesian forces, eV/Å:
-0.1 -0.4 0.7
-0.8 -0.7 -0.2
0.5 -0.1 -0.2
-1.5 0.5 -0.8
0.0 0.0 0.0
0.2 -0.1 0.0
0.0 0.0 -0.1
0.3 -0.2 0.1
0.0 0.0 0.0
0.1 0.1 -0.1
0.1 0.2 0.2
0.6 0.7 -0.3
0.0 0.1 0.3
0.2 -0.3 0.0
0.0 0.1 0.1
0.5 0.6 0.1
0.1 -0.1 -0.3
0.0 -0.2 0.4



No. 5
Below is C26H32CaNO6 as an isolated structure in a non-equilibrium geometry, with properties calculated with the ωB97M-V functional and the def2-TZVPD basis.

**Molecular weight**: 494.621 g mol⁻¹
**Total energy**: -2193.59906 Ha
**Energy above the lowest of the compared OMol25 structures with the same formula, charge and spin**: 221.3 kJ/mol
**E_HOMO**: -3.15 eV
**Net charge**: -1

CARTESIAN COORDINATES (ANGSTROEM)
H1 0.605 1.978 -3.919
C1 -2.247 0.988 2.141
C2 -0.036 1.128 -3.679
C3 0.887 1.986 2.387
H2 0.614 0.136 -8.352
O1 0.456 0.980 9.250
C4 -2.505 0.698 0.775
C5 -2.481 0.673 -3.019
C6 1.092 -2.535 6.147
H3 -0.150 3.157 0.796
C7 0.491 0.148 6.625
H4 1.106 -2.675 -8.020
H5 0.311 2.242 3.270
H6 1.600 0.428 -2.314
H7 -1.688 2.629 -1.083
H8 -2.983 1.238 -3.815
O2 0.947 -3.480 3.530
C8 0.527 -0.344 5.318
C9 1.260 -1.772 -7.423
O3 0.975 -1.010 9.991
H9 -0.664 -1.078 -8.176
C10 -2.051 -0.241 2.821
C11 1.062 -2.075 7.459
H10 -3.137 0.679 -2.127
C12 0.869 -2.258 3.645
O4 0.824 -1.436 2.609
C13 0.239 -0.670 -7.717
Ca1 0.864 -1.193 0.516
O5 -0.489 0.315 -1.754
H11 2.264 -1.387 -7.648
C14 1.141 -2.061 -5.910
H12 -0.519 0.666 -4.516
H13 1.324 -3.584 5.998
C15 -0.109 -0.137 -6.327
H14 0.332 0.875 -6.232
C16 0.613 0.129 -2.719
H15 -2.117 -2.360 2.099
H16 2.519 0.728 3.222
H17 -1.913 -0.347 3.894
N1 0.730 -0.230 9.045
C17 -2.428 -0.715 0.599
H18 0.310 0.336 4.503
H19 -0.136 3.013 -1.914
C18 -2.151 -1.294 1.871
H20 -1.193 0.005 -6.210
C19 0.644 2.468 1.074
H21 0.259 1.188 6.836
H22 1.810 2.255 -0.816
H23 0.660 -3.031 -5.728
C20 0.831 -1.688 5.034
C21 -1.136 1.268 -2.638
H24 0.628 -0.890 -3.117
H25 -2.649 -1.251 -0.323
H26 2.114 -2.124 -5.427
O6 0.391 -1.039 -5.257
H27 -1.682 3.332 -2.744
C22 2.532 1.144 1.012
C23 -1.167 2.643 -2.055
H28 -2.800 1.424 0.025
H29 1.262 -2.718 8.317
H30 -2.221 1.980 2.585
H31 3.479 0.721 0.692
C24 1.656 1.957 0.224
C25 0.761 -0.720 7.704
C26 2.035 1.168 2.347
H32 -2.370 -0.365 -3.380

Cartesian forces, eV/Å:
-0.4 0.1 -0.1
-0.5 -0.8 -0.4
-0.2 -0.6 0.2
0.7 -0.1 -0.6
0.0 -0.2 0.1
0.5 -2.3 -0.7
0.1 -0.3 0.6
-0.5 0.1 0.1
-0.1 0.2 -0.2
0.1 -0.3 0.0
0.2 -0.6 0.6
0.0 0.2 0.1
0.0 -0.2 -0.2
-0.5 -0.1 0.0
0.3 0.2 -0.4
0.1 0.1 0.1
0.1 0.1 0.1
0.1 -0.2 -0.1
0.6 0.2 0.1
-0.4 1.0 -1.7
0.1 0.0 -0.1
-0.3 0.2 -0.6
-0.2 0.8 0.1
0.3 -0.1 -0.4
-0.1 0.3 -2.4
0.5 -1.6 2.4
-0.5 -0.6 0.6
-1.4 2.3 1.0
1.6 -0.7 -0.1
-0.1 -0.2 0.1
0.0 -0.6 0.0
0.5 0.3 0.0
-0.1 0.2 -0.3
0.1 0.6 0.2
0.0 -0.7 0.3
-0.6 0.1 0.3
0.0 0.2 -0.1
-0.2 0.0 -0.4
0.1 -0.1 -0.2
-0.2 1.4 2.9
0.2 0.3 0.1
0.0 -0.1 -0.1
-0.5 -0.2 0.1
0.1 0.2 0.2
0.3 -0.3 0.1
0.7 -0.2 0.0
0.0 -0.2 -0.1
0.0 -0.2 0.3
-0.1 0.1 -0.1
0.0 0.5 1.7
0.1 0.2 0.3
0.1 0.1 0.3
0.0 0.0 0.2
0.2 0.1 0.0
-0.3 0.6 -2.9
0.1 -0.2 0.2
-0.5 -0.5 0.0
-0.3 0.7 0.7
0.2 -0.1 0.1
0.0 0.1 -0.4
0.0 -0.2 -0.1
0.1 0.1 0.0
-0.5 0.3 0.1
0.0 -0.5 -2.0
0.0 0.5 0.2
0.1 0.4 0.3



No. 6
Below is one molecule with the formula C4H7F in a non-equilibrium geometry, with properties calculated with the ωB97M-V functional and the def2-TZVPD basis.

**Molecular weight**: 74.098 g mol⁻¹
**Total energy**: -256.39491 Ha
**Energy above the lowest of the compared OMol25 structures with the same formula, charge and spin**: 128.5 kJ/mol
**SMILES string**: C[C@@H]1C[C@@H]1F
**E_HOMO**: -10.00 eV
**Net charge**: 0

CARTESIAN COORDINATES (ANGSTROEM)
C1 -1.345 0.477 0.078
H1 2.020 0.046 -1.148
H2 -0.396 -1.279 -1.216
H3 -2.256 -0.070 0.543
H4 -0.902 1.135 0.746
C2 1.137 0.232 -0.437
C3 -0.196 -0.361 -0.560
F1 0.938 1.582 0.075
H5 1.389 -1.722 0.526
H6 0.698 -0.295 1.481
C4 0.855 -0.793 0.537
H7 -1.942 1.047 -0.625

Cartesian forces, eV/Å:
-2.4 -2.3 -1.4
-1.6 1.1 0.9
0.2 2.0 0.5
2.1 0.0 -0.3
0.3 1.0 1.4
1.3 1.8 -1.6
-1.3 -2.7 1.1
1.9 -1.5 -1.0
0.0 -0.2 -0.1
-0.2 -0.6 0.5
-0.9 0.8 0.7
0.6 0.5 -0.7



For reference, orbital gap by record: 0.2782; 0.2188; 0.2869; 0.3059; 0.1633; 0.4110 hartree.